119
Properties=species:S:1:pos:R:3 method="wB97M-V/def2-TZVPD" homo_energy_ev=-14.798 multiplicity=1 de_lowest_kcal_mol=0.0 charge=+3 max_force_ev_per_a=0.8 total_energy_ha=-3485.46919
Mo 1.17371 0.81077 -0.00156
O 1.36830 0.26107 1.65935
C 2.19399 0.06606 2.89051
C 3.44194 -0.55266 2.27428
C 4.16939 0.42343 1.38857
C 5.48760 0.72269 1.69478
C 6.21465 1.55566 0.86992
C 5.59786 2.04055 -0.26771
C 4.27474 1.72754 -0.52751
C 3.67086 2.22336 -1.81443
C 2.50657 3.18141 -1.59550
O 1.64318 2.36315 -0.70898
C 2.82456 4.42461 -0.79557
C 1.84556 5.01098 -0.00072
C 2.10684 6.20314 0.65546
C 3.34250 6.81967 0.52324
C 4.31795 6.24184 -0.27387
C 4.06014 5.04940 -0.93398
C 1.72963 3.45890 -2.86466
C 0.86288 2.51141 -3.39780
C 0.21256 2.74184 -4.59884
C 0.43265 3.92526 -5.29026
C 1.28936 4.87658 -4.76229
C 1.92780 4.65198 -3.54949
N 3.54940 0.95414 0.31399
C 1.36003 -0.85156 3.75181
C 0.44769 -0.29561 4.64499
C -0.34478 -1.11225 5.43476
C -0.22540 -2.49146 5.34626
C 0.68244 -3.05276 4.46066
C 1.46887 -2.23746 3.66179
C 2.49963 1.40982 3.51635
C 2.01825 2.62040 3.04401
C 2.39729 3.80784 3.66142
C 3.24915 3.79064 4.75113
C 3.72274 2.57699 5.23453
C 3.35023 1.39372 4.62268
H 4.11203 -0.86376 3.07492
H 3.17739 -1.43925 1.70138
H 5.92831 0.28957 2.58054
H 7.24194 1.80522 1.09600
H 6.13542 2.66183 -0.96822
H 4.44366 2.70590 -2.41139
H 3.29799 1.38679 -2.40769
H 0.86672 4.55457 0.08973
H 1.33504 6.66274 1.25821
H 3.54186 7.75308 1.03069
H 5.27846 6.72358 -0.39318
H 4.82645 4.63008 -1.57265
H 0.67525 1.58031 -2.87374
H -0.46553 1.99814 -4.99742
H -0.06854 4.10743 -6.23078
H 1.46046 5.80572 -5.28772
H 2.57926 5.41422 -3.14456
H 0.37105 0.77985 4.74076
H -1.03858 -0.67038 6.13633
H -0.82630 -3.12722 5.98179
H 0.79439 -4.12663 4.40512
H 2.17761 -2.70259 2.99130
H 1.32169 2.67276 2.21676
H 2.01575 4.74614 3.28473
H 3.53790 4.71469 5.23165
H 4.37787 2.55256 6.09417
H 3.70627 0.45256 5.02411
C -6.31068 0.08389 -2.26733
C -5.94709 0.17956 -0.79791
N -4.50323 -0.06169 -0.56537
C -3.70392 0.98375 -0.42322
C -2.33780 0.88612 -0.24089
C -1.59147 2.11860 0.06576
O -2.02034 3.23042 0.04956
O -0.34479 1.84153 0.51222
C -1.71364 -0.36667 -0.24763
O -0.44156 -0.54596 -0.21239
C -2.58782 -1.51786 -0.32380
C -2.07641 -2.81883 -0.20118
C -2.91536 -3.88834 -0.26632
F -2.40915 -5.11505 -0.07616
C -4.30210 -3.75447 -0.50381
C -4.80591 -2.47282 -0.61900
C -3.97412 -1.34915 -0.49848
N -5.17347 -4.85410 -0.62567
C -6.20969 -4.99746 0.38646
C -7.38841 -5.78405 -0.15922
N -6.90570 -7.10823 -0.68640
C -5.82312 -6.92079 -1.71647
C -4.68101 -6.14299 -1.08946
H -7.37504 0.27602 -2.38988
H -6.09095 -0.90061 -2.67856
H -5.76746 0.82552 -2.85074
H -6.50290 -0.52343 -0.18126
H -6.15554 1.16974 -0.39836
H -4.16485 1.96418 -0.44247
H -1.02524 -2.97158 -0.01646
H -5.85244 -2.35476 -0.84936
H -6.58258 -4.02041 0.68716
H -5.82100 -5.48616 1.29312
H -7.85974 -5.27602 -0.99914
H -8.12989 -5.98591 0.61186
H -7.68555 -7.64156 -1.07720
H -6.53775 -7.66696 0.08968
H -6.27922 -6.37030 -2.53839
H -5.51442 -7.90689 -2.05691
H -3.91441 -6.00523 -1.84867
H -4.23417 -6.73435 -0.27902
C 1.98905 -1.00864 -3.61094
C 2.15601 -1.41038 -2.15479
O 1.78149 -0.36188 -1.27343
C 1.27560 -2.64067 -1.85450
F 1.65893 -3.68677 -2.57898
F -0.00197 -2.37275 -2.16491
F 1.33179 -2.98637 -0.56189
C 3.64573 -1.71610 -1.84843
F 4.39123 -0.63726 -2.11336
F 3.82591 -2.02903 -0.56056
F 4.08768 -2.72004 -2.59513
H 0.99073 -0.61827 -3.78036
H 2.12991 -1.88716 -4.24030
H 2.72326 -0.26043 -3.89931